Record 1
{
  "formula": "C38H21BrCl2F4N5O6PSn",
  "method": "wB97M-V/def2-TZVPD",
  "species": ["Sn", "O", "C", "O", "C", "C", "C", "C", "C", "N", "C", "O", "O", "H", "H", "H", "H", "H", "Cl", "C", "C", "C", "Cl", "C", "C", "C", "C", "N", "C", "C", "O", "H", "H", "H", "H", "F", "C", "C", "F", "C", "F", "C", "P", "C", "C", "C", "C", "C", "C", "C", "C", "C", "C", "C", "C", "C", "Br", "C", "F", "H", "H", "H", "H", "H", "H", "H", "H", "H", "H", "N", "C", "O", "C", "C", "N", "C", "N", "H", "H"],
  "positions_angstrom": [[-17.391, 3.024, 6.885], [-21.427, 4.212, 8.479], [-20.321, 3.602, 8.034], [-19.443, 4.197, 7.365], [-20.181, 2.208, 8.455], [-21.142, 1.638, 9.308], [-20.924, 0.332, 9.726], [-19.868, -0.354, 9.116], [-18.868, 0.283, 8.410], [-19.223, 1.490, 7.832], [-17.446, -0.248, 8.250], [-16.939, -1.004, 9.219], [-16.682, 0.115, 7.353], [-21.402, 5.202, 8.338], [-22.118, 2.085, 9.298], [-21.400, -0.125, 10.578], [-19.743, -1.393, 9.404], [-17.259, -0.664, 10.140], [-17.164, 7.365, 3.957], [-17.956, 5.977, 3.523], [-18.571, 5.819, 2.284], [-19.142, 4.695, 1.845], [-19.765, 4.698, 0.187], [-19.131, 3.575, 2.665], [-19.744, 2.302, 2.269], [-19.497, 1.215, 3.049], [-18.861, 1.334, 4.271], [-18.417, 2.546, 4.707], [-18.429, 3.611, 3.883], [-17.862, 4.854, 4.438], [-17.319, 4.934, 5.603], [-18.558, 6.684, 1.651], [-20.354, 2.174, 1.411], [-19.961, 0.264, 2.749], [-18.697, 0.479, 4.963], [-9.801, 7.267, 5.550], [-10.765, 6.385, 5.742], [-10.754, 5.156, 5.088], [-9.823, 4.917, 4.160], [-11.690, 4.172, 5.361], [-11.404, 2.958, 4.804], [-12.825, 4.440, 6.178], [-14.210, 3.333, 6.468], [-13.610, 2.098, 7.620], [-12.529, 1.271, 7.351], [-12.151, 0.345, 8.333], [-12.850, 0.162, 9.503], [-13.896, 1.030, 9.760], [-14.219, 2.027, 8.856], [-14.502, 2.500, 4.890], [-14.518, 1.078, 4.738], [-14.642, 0.535, 3.460], [-14.822, 1.328, 2.341], [-14.855, 2.736, 2.539], [-14.632, 3.320, 3.787], [-12.816, 5.659, 6.868], [-14.085, 5.918, 8.249], [-11.861, 6.653, 6.615], [-11.919, 7.865, 7.191], [-12.035, 1.372, 6.386], [-11.255, -0.263, 8.179], [-12.457, -0.451, 10.340], [-14.431, 1.077, 10.695], [-15.067, 2.725, 9.033], [-14.497, 0.453, 5.633], [-14.522, -0.538, 3.367], [-14.760, 0.820, 1.389], [-15.063, 3.447, 1.701], [-14.722, 4.408, 3.912], [-17.995, 4.780, 10.776], [-17.668, 3.470, 10.625], [-17.208, 2.976, 9.578], [-17.942, 2.556, 11.799], [-17.709, 1.171, 11.584], [-17.647, 0.006, 11.612], [-17.739, 2.993, 13.125], [-17.635, 3.242, 14.240], [-18.296, 5.038, 11.707], [-17.935, 5.465, 10.039]],
  "e_above_lowest_kcal_mol": 30.9,
  "homo_energy_ev": -7.68,
  "gap_ev": 5.8
}

***

Record 2
{
  "formula": "C38H21N8PdS",
  "method": "wB97M-V/def2-TZVPD",
  "species": ["Pd", "C", "C", "C", "C", "C", "N", "C", "N", "C", "C", "C", "C", "C", "C", "C", "C", "N", "C", "N", "C", "N", "C", "N", "C", "N", "C", "C", "C", "C", "C", "C", "C", "C", "C", "C", "C", "C", "N", "C", "C", "H", "H", "H", "H", "H", "H", "H", "H", "H", "H", "H", "H", "H", "H", "H", "H", "S", "C", "C", "C", "C", "C", "C", "H", "H", "H", "H", "H"],
  "positions_angstrom": [[-0.854, -0.034, -0.146], [-0.177, -0.721, 6.344], [0.278, 0.600, 6.303], [0.365, 1.298, 5.095], [-0.075, 0.640, 3.937], [-0.140, 1.006, 2.528], [-0.607, -0.051, 1.817], [-0.777, -1.103, 2.637], [-1.362, -2.265, 2.335], [-1.810, -2.533, 1.159], [-2.547, -3.762, 0.857], [-3.084, -4.752, 1.691], [-3.896, -5.703, 1.112], [-4.085, -5.723, -0.269], [-3.539, -4.740, -1.120], [-2.731, -3.798, -0.515], [-2.076, -2.588, -1.058], [-1.936, -2.347, -2.318], [-1.450, -1.191, -2.813], [-1.176, -0.018, -2.153], [-0.745, 0.904, -2.976], [-0.424, 2.200, -2.632], [-0.234, 2.586, -1.414], [-0.297, 1.839, -0.221], [0.073, 2.593, 0.813], [0.218, 2.228, 2.070], [0.472, 3.932, 0.395], [0.914, 5.032, 1.114], [1.255, 6.190, 0.411], [1.111, 6.184, -0.991], [0.589, 5.128, -1.691], [0.231, 3.971, -0.972], [-0.671, 0.330, -4.297], [-0.223, 0.840, -5.513], [-0.241, 0.019, -6.619], [-0.636, -1.343, -6.498], [-1.082, -1.846, -5.300], [-1.099, -1.027, -4.194], [-1.537, -1.885, -0.039], [-0.433, -0.699, 3.994], [-0.483, -1.401, 5.189], [-0.215, -1.218, 7.288], [0.514, 1.043, 7.262], [0.765, 2.303, 5.062], [-2.893, -4.749, 2.781], [-4.363, -6.508, 1.688], [-4.767, -6.490, -0.667], [-3.762, -4.669, -2.154], [0.844, 5.057, 2.198], [1.534, 7.122, 0.910], [1.391, 7.085, -1.507], [0.398, 5.275, -2.749], [0.150, 1.841, -5.537], [0.109, 0.339, -7.586], [-0.607, -2.070, -7.296], [-1.340, -2.875, -5.177], [-0.689, -2.472, 5.145], [1.418, -1.170, -0.578], [2.807, -0.331, -0.023], [2.963, 1.085, -0.013], [4.194, 1.648, 0.283], [5.222, 0.866, 0.756], [5.052, -0.505, 0.882], [3.907, -1.133, 0.471], [2.174, 1.764, -0.406], [4.299, 2.730, 0.172], [6.156, 1.345, 0.986], [5.860, -1.111, 1.271], [3.797, -2.192, 0.489]],
  "multiplicity": 5,
  "e_above_lowest_kcal_mol": 0.0,
  "homo_energy_ev": [-8.63, -11.58],
  "total_charge": 1,
  "gap_ev": [4.9, 5.5],
  "s2": 6.072
}

***

Record 3
{
  "formula": "C38H25Br2Cl5CsN6O3",
  "method": "wB97M-V/def2-TZVPD",
  "species": ["Cs", "O", "C", "C", "C", "C", "N", "C", "C", "C", "C", "C", "C", "O", "C", "C", "N", "H", "H", "H", "H", "H", "H", "H", "H", "H", "H", "H", "H", "C", "C", "C", "C", "C", "C", "N", "N", "C", "C", "C", "C", "C", "N", "H", "H", "H", "H", "H", "H", "H", "H", "H", "Cl", "C", "C", "C", "Cl", "C", "Cl", "C", "Cl", "C", "Cl", "Br", "C", "C", "C", "Br", "C", "C", "C", "C", "N", "C", "C", "O", "H", "H", "H", "H"],
  "positions_angstrom": [[0.115, -0.649, -0.666], [-2.341, 5.435, 4.968], [-3.165, 4.984, 3.905], [-2.485, 3.871, 3.157], [-3.216, 3.050, 2.310], [-2.544, 2.070, 1.594], [-1.238, 1.864, 1.687], [-0.536, 2.633, 2.516], [-1.120, 3.658, 3.259], [0.922, 2.335, 2.611], [1.694, 2.768, 3.691], [3.045, 2.454, 3.739], [3.917, 2.943, 4.865], [4.776, 4.000, 4.452], [3.581, 1.706, 2.699], [2.738, 1.309, 1.672], [1.448, 1.614, 1.624], [-2.794, 6.148, 5.426], [-3.365, 5.804, 3.203], [-4.129, 4.625, 4.283], [-4.287, 3.166, 2.198], [-3.078, 1.423, 0.908], [-0.535, 4.294, 3.906], [1.245, 3.321, 4.506], [4.578, 2.147, 5.209], [3.294, 3.258, 5.710], [4.247, 4.648, 3.975], [4.627, 1.431, 2.692], [3.111, 0.697, 0.858], [-4.762, -3.196, -2.907], [-3.700, -3.933, -2.406], [-2.397, -3.547, -2.679], [-2.167, -2.398, -3.425], [-3.230, -1.662, -3.946], [-4.525, -2.070, -3.688], [-0.817, -2.023, -3.637], [-0.669, -0.796, -3.702], [0.633, -0.354, -4.005], [1.250, -0.735, -5.192], [2.434, -0.102, -5.525], [2.948, 0.864, -4.671], [2.263, 1.134, -3.497], [1.121, 0.548, -3.167], [-5.779, -3.491, -2.684], [-3.887, -4.800, -1.786], [-1.549, -4.100, -2.295], [-3.022, -0.765, -4.514], [-5.358, -1.494, -4.072], [0.803, -1.495, -5.816], [2.952, -0.358, -6.440], [3.865, 1.388, -4.902], [2.648, 1.856, -2.784], [-2.894, -1.864, 0.624], [-3.577, -0.688, -0.527], [-2.717, 0.093, -1.255], [-3.342, 1.020, -2.061], [-2.343, 2.102, -3.016], [-4.723, 1.125, -2.217], [-5.449, 2.250, -3.318], [-5.543, 0.267, -1.482], [-7.261, 0.321, -1.680], [-4.967, -0.649, -0.604], [-5.987, -1.710, 0.310], [3.670, -3.413, -3.598], [3.761, -3.538, -1.703], [4.656, -4.430, -1.127], [4.754, -4.539, 0.236], [6.003, -5.785, 0.967], [3.948, -3.747, 1.084], [3.987, -3.790, 2.494], [3.164, -2.975, 3.223], [2.296, -2.110, 2.538], [2.231, -2.043, 1.231], [3.031, -2.836, 0.489], [2.899, -2.698, -0.966], [2.081, -1.889, -1.467], [5.279, -5.039, -1.769], [4.670, -4.472, 2.983], [3.174, -2.990, 4.305], [1.634, -1.449, 3.090]],
  "e_above_lowest_kcal_mol": 26.4,
  "homo_energy_ev": -4.51,
  "total_charge": -1,
  "gap_ev": 6.3
}

***

What is the formula in the third record? C38H25Br2Cl5CsN6O3